# 1
The following is a quantum chemistry calculation of C50H42N3O4Zn as an isolated structure, from the Open Molecules 2025 dataset.

The geometry in XYZ format:
```
100
Properties=species:S:1:pos:R:3
Zn -0.10569 0.29359 -0.71483
O 1.28245 0.36266 2.33686
O -0.23329 -1.48742 -0.20326
O -0.83501 1.60142 0.47665
O 0.69096 -1.64112 2.77318
N 0.99569 6.09644 -2.03788
N -0.16796 0.42117 -2.70116
N 1.70690 1.55616 -0.63390
C -2.71700 1.55742 3.69770
C 1.61741 4.03583 3.27501
C -0.60092 3.93984 1.75624
C -4.67356 1.98024 1.74950
C -3.36835 -1.31933 1.72648
C 0.59782 0.25876 -4.90092
C -3.20629 2.10198 1.26529
C -0.51603 -1.15108 2.37069
C 0.22288 1.67815 -5.17441
C -5.12028 -1.94187 0.12830
C -0.30465 0.31223 2.76618
C 2.03866 3.85001 -1.23072
C 2.87716 -1.07839 -3.30926
C -2.33019 1.74191 2.35660
C 1.82138 -0.87141 2.76862
C 1.56859 -1.21741 -3.14353
C -4.72261 -1.54365 1.52769
C 1.27989 5.12604 2.50245
C -1.40714 -5.53607 2.39437
C 2.79348 -1.41548 1.72783
C 0.05746 -4.18742 0.23979
C -0.13442 2.89478 2.37519
C 3.29459 -3.49548 -2.84430
C -2.90907 -1.92403 -0.48869
C 0.98955 -2.56164 -2.90340
C 3.97601 2.26934 -1.09711
C 1.97650 -3.59641 -2.74915
C 0.60161 -0.23976 -3.47546
C 0.28924 5.09273 1.60790
C 0.10150 -5.58217 0.59210
C -0.54994 -6.32824 1.54471
C -5.05528 2.05437 3.10593
C 3.86016 -2.19647 -3.08019
C -1.20428 -4.01740 2.34712
C -0.86366 1.51880 1.91502
C -2.40373 -1.53912 0.74718
C 3.40069 3.51070 -1.54609
C -4.08965 -2.12778 -0.88004
C 0.95489 2.90809 3.31289
C 1.49099 5.12794 -1.63936
C 1.02825 -0.35717 -6.07168
C 2.41715 -0.71813 4.12462
C 0.38643 2.27137 -6.41223
C 1.26845 2.89996 -0.61115
C -0.73351 -3.28927 1.31311
C 3.03498 1.21652 -0.91644
C 1.13076 0.22307 -7.27549
C 0.88920 1.58094 -7.50076
C -0.80874 -1.71020 0.97320
C -4.14746 1.89086 4.11833
H 5.10480 2.01820 -1.08172
H -0.56669 -7.54943 1.45193
H -5.62597 2.31861 0.92445
H 1.36734 -1.25486 -5.74026
H 0.73154 2.13230 -8.34960
H 3.65126 -1.67475 2.23848
H 0.06059 -2.69931 -2.73908
H 3.15412 0.13025 4.13737
H 3.04575 0.05279 -0.86580
H 1.89773 -0.09134 4.84899
H 4.76933 -1.57568 -3.19350
H -3.13478 1.75220 0.14218
H 0.41846 5.81454 0.98375
H -2.86847 -1.47015 2.92155
H 1.59625 -0.31583 -8.21735
H -0.02015 3.34635 -6.44853
H -1.97471 -3.28040 3.08443
H 3.50169 -4.64692 -2.90968
H 0.67230 -6.21553 0.03786
H 2.03582 5.89570 2.21921
H 0.51967 -3.21480 -0.29706
H 3.44061 -0.03482 -3.93278
H 1.22378 1.82146 3.47149
H -4.62216 1.86046 5.05855
H -1.95998 1.80213 4.45617
H -1.19532 -1.36639 3.20785
H -2.17720 -1.79724 -1.22075
H 2.52542 -1.74803 4.59038
H -0.42524 2.25171 -4.40228
H -5.97748 -2.24107 -0.26116
H -6.14803 2.05345 3.29189
H 0.39550 3.02103 -0.28526
H -1.48230 3.82082 1.12752
H 1.52229 -4.39338 -2.17621
H -0.49504 0.55217 3.81939
H -4.57014 -2.39904 -1.73244
H 2.89994 -0.53532 0.94660
H 1.89901 -2.09482 0.86692
H -1.76051 -6.01240 3.41256
H 4.04027 4.19944 -2.19923
H 2.41572 4.25941 3.95032
H -5.31796 -1.79089 2.48755
```

Computed properties:
E (eV): -113588.6851
Net charge: -1

# 2
The following is a quantum chemistry calculation of a 2-piece molecular cluster, CH6NOS overall, from the Open Molecules 2025 dataset.

The geometry in XYZ format:
```
10
Properties=species:S:1:pos:R:3
S -0.24188 -1.68108 -1.80343
O 0.61103 0.98614 -0.88841
N 0.30924 0.00993 1.27613
C -0.21718 0.96914 0.21723
H -0.44196 0.02493 1.97276
H 0.45598 0.24852 -1.55478
H -0.33018 1.86068 0.88797
H 0.66556 -2.15484 -0.95128
H -1.29688 0.75948 -0.03961
H 0.48628 -1.02291 0.88342
```

Computed properties:
E (eV): -15507.5612
Net charge: -1

# 3
The following is a quantum chemistry calculation of a 8-piece molecular cluster, F6H14O7P overall, from the Open Molecules 2025 dataset.

The geometry in XYZ format:
```
28
Properties=species:S:1:pos:R:3
P 3.03800 -20.28756 15.80442
F 2.22420 -21.61833 15.90848
F 3.91391 -18.90037 15.65658
F 4.04914 -20.98909 14.86308
F 2.13303 -19.53493 17.06169
F 4.00773 -20.68526 17.01463
F 2.19149 -19.67941 14.51767
O 1.79563 -20.82075 11.98807
O 5.56709 -22.64385 16.94391
O 2.76010 -19.31871 19.45620
O 3.99402 -18.45790 12.86880
O -0.55877 -18.08354 15.83995
O -0.41168 -22.40423 16.78896
O 4.57651 -23.15589 13.22544
H 4.23176 -22.59071 12.53410
H 2.89430 -19.66269 18.57309
H 1.88606 -21.73238 11.71063
H 4.38050 -22.68859 14.03749
H 0.37750 -18.00268 16.02187
H 1.81013 -19.32288 19.57358
H -0.63546 -17.92106 14.89975
H 4.79617 -22.08541 16.84364
H 0.46902 -22.18267 16.48646
H -0.67649 -21.65665 17.32492
H 3.22474 -18.43658 12.29962
H 3.63587 -18.45736 13.75647
H 1.89870 -20.84802 12.93931
H 6.30013 -22.09232 16.67062
```

Computed properties:
E (eV): -40162.4131
Net charge: -1

# 4
The following is a quantum chemistry calculation of the molecule C4H11NO2, from the Open Molecules 2025 dataset.

The geometry in XYZ format:
```
18
Properties=species:S:1:pos:R:3
O 0.78044 1.46327 1.24060
O -3.08100 0.05328 -0.15059
N -0.78507 0.39556 -0.96031
C 2.50512 -0.18371 0.96176
C 0.27967 -0.38102 -0.20076
C 1.41191 0.58550 0.27862
C -2.08673 -0.29602 -1.19279
H -0.90374 1.19342 -0.23483
H 1.63498 1.03312 -0.68734
H -0.12031 -1.02518 0.69959
H 2.94401 -0.83845 0.31042
H -3.81980 -0.60431 -0.23110
H -0.13662 1.08684 1.32484
H -2.54070 -0.00387 -2.23609
H -1.85688 -1.28982 -1.35109
H 0.57953 -1.26563 -0.82875
H 3.21521 0.65226 1.43711
H 1.97999 -0.57523 1.82072
```

Computed properties:
E (eV): -9909.3254

# 5
The following is a quantum chemistry calculation of C37H40Br2F4HgN3O5PSb as an isolated structure, from the Open Molecules 2025 dataset.

The geometry in XYZ format:
```
94
Properties=species:S:1:pos:R:3
Hg 1.80164 0.51483 -0.47059
Sb -2.50732 0.89395 -1.23364
Br 4.99875 -1.33763 -0.51224
Br 2.05593 -4.02474 -0.88906
P 1.19555 -1.55595 1.57738
F 4.03471 -5.80669 0.47770
F 4.53556 -6.15801 3.15018
F 0.84826 -3.37774 4.13779
F 2.57524 -5.26638 4.90618
O 0.15028 -0.24883 -1.94686
O 4.47895 3.42812 -2.18472
O 2.28912 4.00854 2.16941
O -0.15477 -0.93192 -4.05818
O 3.17125 1.62072 -2.00705
N -0.12709 1.45622 1.36335
N 2.74737 -1.10605 -2.06225
N 2.30031 2.39738 0.53278
C 1.78940 -3.24875 1.92670
C 4.02413 -1.39447 -2.14023
C 2.51539 -4.04669 0.98372
C 2.65275 -4.75742 3.64660
C -4.38722 0.44907 -3.70732
C 3.71732 2.68810 -1.55726
C -1.49846 -1.21935 2.64713
C 3.43935 3.06667 -0.09594
C -0.63199 -1.78400 1.71753
C -1.17695 -2.61356 0.73506
C -3.46990 -1.62282 -2.59085
C 2.96106 0.11994 2.80192
C -1.55307 3.80913 -1.24417
C 4.66856 -1.74699 -3.31187
C 1.82168 0.24104 5.30810
C -1.92077 2.72704 -2.25959
C 2.01246 -1.13219 -3.16803
C -5.06799 2.86053 -1.33273
C -0.76237 2.48620 -3.22880
C 2.55079 -1.48849 -4.39296
C 1.81385 -3.76761 3.24294
C 1.80645 3.00918 1.60781
C 3.35382 -5.05432 1.38223
C 2.96327 0.98369 5.04293
C -2.86044 -1.50256 2.62207
C 0.53335 2.45367 2.20407
C 1.24276 -0.54741 4.31921
C -4.42009 1.91686 0.90511
C 3.89924 -1.79300 -4.46152
C -2.53394 -2.89096 0.70027
C 3.53962 0.91037 3.78244
C -3.38506 -2.34308 1.65229
C -3.19469 -0.17506 -2.99566
C 1.79061 -0.60832 3.03803
C 0.53702 -0.73948 -3.05758
C 3.50252 -5.37958 2.72132
C -4.49701 1.64871 -0.60076
H -2.55782 -2.10123 -2.22787
H -5.13921 2.70155 -2.40868
H -3.71001 2.72145 1.12770
H 4.36558 2.86384 0.45743
H 3.41966 0.08442 1.82136
H -2.32213 -0.17059 -3.65146
H -2.80229 3.04077 -2.82572
H -0.52565 -3.04029 -0.02050
H 0.14730 2.20141 -2.69684
H -2.93033 -3.52916 -0.08038
H -4.44711 -2.55858 1.63153
H 4.35783 -2.05963 -5.40645
H -4.08888 1.03184 1.45190
H -0.53762 3.40325 -3.78717
H -0.97626 1.69204 -3.94712
H -3.51003 -1.05981 3.36853
H -6.07578 3.10043 -0.96532
H 3.39476 1.61882 5.80712
H -0.61484 3.56113 -0.73760
H -5.28257 0.44315 -3.07874
H 1.37441 0.26558 6.29527
H 3.30241 4.14513 -0.05944
H 0.80101 2.00837 3.16419
H -3.83986 -2.20356 -3.44555
H -5.16720 0.79442 -0.75885
H -4.19235 1.48124 -4.00855
H -0.08602 3.33160 2.41740
H 4.42231 1.49313 3.55062
H -0.95575 1.08578 1.81108
H -5.39468 2.22248 1.31087
H -4.45020 3.74843 -1.17240
H -4.62348 -0.11942 -4.61704
H -2.31946 3.95448 -0.47787
H 5.72491 -1.96890 -3.31270
H 0.37352 -1.13512 4.57480
H 1.89668 -1.50467 -5.25187
H -1.12963 -0.53017 3.39291
H -0.45181 1.88116 0.50209
H -4.22141 -1.68707 -1.79544
H -1.39722 4.77237 -1.74364
```

Computed properties:
Spin multiplicity: 2
E (eV): -224683.3586
Net charge: -2

# 6
The following is a quantum chemistry calculation of the molecule C18H21NO3S, from the Open Molecules 2025 dataset.

The geometry in XYZ format:
```
44
Properties=species:S:1:pos:R:3
S 0.31131 -1.33287 -1.67771
O 0.35212 -0.68984 -2.95965
O 0.25423 -2.76474 -1.66583
O -0.27206 -1.58208 1.19044
N 1.66669 -0.90147 -0.79492
C -0.43786 -1.91499 2.55074
C -2.08330 -0.02509 -1.52394
C 1.17613 1.45568 -0.98665
C 1.48583 2.77432 -0.71408
C -3.40486 0.23257 0.45274
C 3.16722 0.74234 0.16574
C -4.63421 0.72621 1.15039
C -1.27368 -0.91886 0.56125
C 4.12101 -0.33160 0.61669
C 3.92167 -1.59502 -0.21076
C -1.11564 -0.69098 -0.80135
C 2.62189 3.09214 0.00918
C -2.42968 -0.44395 1.17372
C 3.45559 2.07239 0.42991
C -4.27368 1.17241 -1.72118
C -3.23734 0.44920 -0.91863
C 1.99655 0.42067 -0.53855
C 2.44318 -1.95342 -0.17643
H -1.90762 0.11572 -2.57957
H 5.14738 0.03086 0.52639
H -0.48510 -1.01967 3.17910
H 3.94533 -0.55523 1.67432
H -5.52545 0.28192 0.70948
H 2.23003 -2.86628 -0.73162
H 2.86461 4.12057 0.22922
H 4.51311 -2.42013 0.18773
H 4.22464 -1.41431 -1.24324
H -2.58593 -0.59715 2.23025
H -1.33348 -2.52294 2.70788
H 0.30498 1.22334 -1.57250
H 0.44069 -2.49845 2.82145
H -3.96697 1.24298 -2.76054
H 2.11692 -2.09318 0.86103
H -4.42663 2.17912 -1.33388
H -4.61004 0.47850 2.20800
H 0.83259 3.55598 -1.07229
H -5.22905 0.65106 -1.67498
H 4.35983 2.30721 0.97430
H -4.72095 1.80704 1.04834
```

Computed properties:
E (eV): -37474.4048

The highest E belongs to which entry?
C4H11NO2

The lowest E belongs to which entry?
C37H40Br2F4HgN3O5PSb

Number 1 is which compound?
C50H42N3O4Zn

Among the records above, which one has the highest E?
C4H11NO2